# C42H57BBr4N11O3Sr

C42H57BBr4N11O3Sr as an isolated structure (ωB97M-V/def2-TZVPD, OMol25).

Properties
LUMO energy: 0.0758 Ha
Energy relative to the best compared isomer or geometry (same formula, charge and spin): 1.392 eV
Charge: -1
Total energy: -348701.6009 eV
Gap between HOMO and LUMO: 5.97 eV

Geometry (Å):
1 Sr 0.53767 0.30220 -1.66862
2 C -1.77841 4.81914 3.06197
3 C -2.51688 3.86232 2.12129
4 C -2.29329 4.25840 0.66519
5 C -2.09646 2.44322 2.39214
6 C -2.34943 1.65128 3.52952
7 C -1.71213 0.45872 3.28013
8 C -1.76519 -0.76398 4.15110
9 C -1.62352 -0.41680 5.63414
10 C -3.07601 -1.51994 3.90475
11 N -1.11581 0.54235 2.06580
12 N -1.36625 1.78165 1.52321
13 B -0.29280 -0.33768 1.07120
14 N 1.22704 -0.63823 1.37265
15 N 2.00922 -0.15502 0.35622
16 C 3.26951 -0.33514 0.69595
17 C 3.33796 -0.94912 1.95973
18 C 2.02166 -1.12039 2.34994
19 C 1.52768 -1.66257 3.65723
20 C 1.51593 -0.55529 4.71597
21 C 2.37105 -2.84827 4.12841
22 C 4.35269 0.14713 -0.22999
23 C 4.43072 1.67653 -0.20644
24 C 5.70018 -0.48230 0.10313
25 N -1.05408 -1.53954 0.37345
26 N -1.30133 -1.28957 -0.95222
27 C -1.92605 -2.34641 -1.44234
28 C -2.09049 -3.31606 -0.43911
29 C -1.51536 -2.76552 0.69001
30 C -1.30392 -3.42189 2.02018
31 C -2.48442 -4.30759 2.41111
32 C -0.00465 -4.23417 2.00324
33 C -2.33442 -2.39132 -2.89118
34 C -3.30263 -3.54064 -3.15379
35 C -1.12361 -2.48720 -3.82185
36 H -2.09573 5.85089 2.89560
37 H -0.70332 4.75916 2.88100
38 H -1.95767 4.56900 4.10921
39 H -3.58867 3.93327 2.34186
40 H -1.24132 4.16919 0.38990
41 H -2.61039 5.29024 0.50076
42 H -2.85591 3.61252 -0.01059
43 H -2.91909 1.90839 4.40859
44 H -0.93828 -1.42639 3.88456
45 H -2.51733 0.09844 5.99118
46 H -0.76793 0.23202 5.81864
47 H -1.50585 -1.32594 6.22781
48 H -3.91873 -0.91234 4.23999
49 H -3.09609 -2.46900 4.44725
50 H -3.21772 -1.72344 2.84148
51 H -0.20552 0.43318 0.19906
52 H 4.21644 -1.23330 2.51469
53 H 0.50019 -2.00881 3.52045
54 H 2.53792 -0.22720 4.91601
55 H 1.07598 -0.90618 5.65293
56 H 0.95002 0.31043 4.36792
57 H 3.35981 -2.50944 4.44445
58 H 2.51107 -3.58604 3.33908
59 H 1.89942 -3.33652 4.98419
60 H 4.07051 -0.15559 -1.24532
61 H 4.71230 2.01825 0.79406
62 H 3.47183 2.12726 -0.46231
63 H 5.17698 2.03571 -0.91823
64 H 6.03602 -0.16737 1.09510
65 H 6.45376 -0.16499 -0.61899
66 H 5.65275 -1.57312 0.09153
67 H -2.56163 -4.28126 -0.51791
68 H -1.19580 -2.63422 2.77058
69 H -2.55920 -5.16082 1.73354
70 H -3.42984 -3.76607 2.37136
71 H -2.35188 -4.69805 3.42217
72 H -0.09973 -5.04964 1.27979
73 H 0.20648 -4.66422 2.98548
74 H 0.83349 -3.60372 1.70428
75 H -2.84570 -1.44981 -3.11328
76 H -2.80590 -4.50353 -3.00799
77 H -3.66284 -3.50722 -4.18331
78 H -4.16581 -3.50299 -2.48719
79 H -0.56294 -3.40379 -3.61888
80 H -0.43773 -1.64747 -3.71412
81 H -1.44724 -2.50810 -4.86498
82 Br 5.33515 2.62159 -6.49005
83 C 4.08657 2.57400 -5.06683
84 C 3.88892 3.67569 -4.26052
85 Br 4.84716 5.28272 -4.55748
86 C 2.95365 3.60083 -3.21128
87 Br 2.65359 5.05969 -2.03698
88 C 2.20030 2.45831 -2.94432
89 O 1.35132 2.36944 -1.96012
90 C 2.37994 1.30483 -3.82224
91 O 1.67387 0.23559 -3.60514
92 C 3.33772 1.40651 -4.83197
93 Br 3.59092 -0.16331 -5.87566
94 N 2.90678 -4.96784 -0.42186
95 N 2.57895 -3.88342 -1.23390
96 N 3.25261 -3.59635 -2.31885
97 C 2.63864 -2.47427 -2.69797
98 N 1.65484 -2.13586 -1.85812
99 N 1.63174 -3.06034 -0.91746
100 H 3.18213 -5.71496 -1.05182
101 H 2.05516 -5.21555 0.07407
102 H 2.89092 -1.88822 -3.56714
103 C -3.76693 1.35346 -2.34864
104 C -2.44894 1.86651 -2.86779
105 O -1.48394 1.12257 -2.87199
106 C -2.34953 3.27101 -3.35342
107 C -1.09515 3.87393 -3.41105
108 C -0.98448 5.18645 -3.84376
109 C -2.11899 5.88750 -4.23393
110 C -3.37104 5.28729 -4.17621
111 C -3.48818 3.98276 -3.72282
112 H -3.58370 0.44004 -1.78741
113 H -4.43051 1.13447 -3.18991
114 H -4.25800 2.09450 -1.71818
115 H -0.22529 3.32589 -3.06950
116 H -0.01032 5.65702 -3.86317
117 H -2.02968 6.91066 -4.57690
118 H -4.25386 5.83717 -4.47653
119 H -4.46566 3.52000 -3.66672